1.
The following is a quantum chemistry calculation of a single C4H8O2 molecule, from the Open Molecules 2025 dataset.

Values from the calculation:
* energy relative to the best compared isomer or geometry (same formula, charge and spin): 453.9 kJ/mol
* F_max: 0.0153 hartree/bohr
* LUMO energy: 0.70 eV
* highest occupied orbital energy: -8.72 eV
* charge: 0

```
14
Properties=species:S:1:pos:R:3:forces:R:3:mulliken_charge:R:1
C 0.54368 0.65501 2.25308 0.0 0.2 0.4 -0.701
O 0.78302 0.01207 1.03063 0.1 0.0 0.0 -0.299
C -0.14033 0.37852 0.05044 -0.1 0.0 -0.1 -0.434
C 0.23916 -0.38873 -1.19141 -0.2 -0.1 0.1 -0.431
C -1.42079 -1.04575 -2.77328 0.7 0.2 -0.2 -0.212
O -0.80797 -0.08764 -2.14330 -0.3 -0.1 -0.3 -0.112
H 0.59901 1.74763 2.14108 0.0 -0.1 0.1 0.296
H -0.44500 0.39196 2.65832 0.1 0.0 0.0 0.297
H 1.31940 0.32100 2.94292 -0.1 0.1 0.0 0.244
H -0.14312 1.46255 -0.14536 0.1 -0.1 0.1 0.323
H -1.17011 0.09220 0.32758 0.2 0.1 0.1 0.295
H 1.23589 -0.14073 -1.57294 -0.3 0.2 -0.1 0.229
H 0.16962 -1.45616 -0.99738 0.3 -0.1 0.1 0.363
H -0.76245 -1.94192 -2.58039 -0.5 -0.2 0.0 0.141
```
Positions in Å, forces in eV/Å.



2.
The following is a quantum chemistry calculation of C4H8O2 as an isolated structure, from the Open Molecules 2025 dataset.

Values from the calculation:
* energy relative to the best compared isomer or geometry (same formula, charge and spin): 466.8 kJ/mol
* F_max: 0.0058 hartree/bohr
* LUMO energy: 0.95 eV
* highest occupied orbital energy: -8.93 eV
* charge: 0

```
14
Properties=species:S:1:pos:R:3:forces:R:3:mulliken_charge:R:1
C 0.59803 1.64045 -0.36497 0.0 0.0 0.0 -1.155
C 0.61167 0.29833 0.34847 0.1 0.0 -0.2 0.268
O -0.23824 0.28410 1.45675 0.1 -0.1 0.1 -0.791
C 0.05392 -0.85429 -0.51584 0.1 0.0 0.0 -0.065
C -0.59222 -1.82467 0.36165 0.1 -0.3 -0.1 -0.805
O -1.42671 -0.74258 -0.43590 -0.2 0.2 0.1 -0.344
H -0.41564 1.89141 -0.69840 0.1 0.0 0.0 0.242
H 0.92795 2.42440 0.32170 0.0 -0.1 -0.1 0.321
H 1.26128 1.63422 -1.23803 -0.1 0.0 0.1 0.359
H 1.64713 0.02856 0.61962 -0.1 0.0 0.0 0.297
H -1.50409 -0.05205 0.30534 0.0 -0.1 -0.1 0.516
H 0.37419 -1.02416 -1.54042 0.0 0.0 0.2 0.423
H -0.43757 -0.91509 1.44603 -0.1 0.2 0.0 0.461
H -0.85971 -2.78862 -0.06598 0.1 0.1 0.0 0.272
```
Positions in Å, forces in eV/Å.



3.
The following is a quantum chemistry calculation of C4H8O2 as an isolated structure in a non-equilibrium geometry, from the Open Molecules 2025 dataset.

Values from the calculation:
* energy relative to the best compared isomer or geometry (same formula, charge and spin): 342.6 kJ/mol
* F_max: 0.0272 hartree/bohr
* LUMO energy: 0.71 eV
* highest occupied orbital energy: -9.68 eV
* charge: 0

```
14
Properties=species:S:1:pos:R:3:forces:R:3:mulliken_charge:R:1
C 0.00612 -1.43592 0.88099 0.0 0.0 0.0 -1.319
C 0.16347 -0.15720 0.06533 0.1 0.0 0.2 0.681
C 0.02066 1.09064 0.92717 0.0 0.1 0.0 -1.298
O -0.81093 -0.10027 -0.96785 -0.1 -0.1 0.1 -0.556
C -0.21073 0.64645 -2.49550 0.8 1.1 -0.2 0.038
O 0.42416 1.61191 -2.46683 -0.7 -1.1 0.0 -0.275
H 0.79246 -1.49592 1.64313 -0.1 0.0 -0.1 0.368
H -0.96387 -1.45474 1.38972 0.1 0.0 -0.1 0.317
H 0.07955 -2.32436 0.24615 0.0 0.1 0.0 0.328
H 1.17234 -0.15385 -0.38689 -0.1 0.0 0.0 0.240
H 0.15225 1.98992 0.31855 0.0 -0.1 0.1 0.285
H 0.76944 1.09708 1.72622 -0.1 0.0 -0.1 0.366
H -0.97632 1.12567 1.38075 0.1 0.0 -0.1 0.332
H -0.61861 -0.43942 -2.26094 0.0 -0.1 0.1 0.495
```
Positions in Å, forces in eV/Å.



4.
The following is a quantum chemistry calculation of a single C4H8O2 molecule, from the Open Molecules 2025 dataset.

Values from the calculation:
* energy relative to the best compared isomer or geometry (same formula, charge and spin): 149.0 kJ/mol
* F_max: 0.0106 hartree/bohr
* LUMO energy: 1.02 eV
* highest occupied orbital energy: -9.68 eV
* charge: 0

```
14
Properties=species:S:1:pos:R:3:forces:R:3:mulliken_charge:R:1
C -1.67323 -0.18167 -1.03640 -0.1 -0.1 -0.1 -0.701
O -1.04762 0.20461 0.17119 0.0 0.0 0.0 -0.404
C 0.35309 0.29999 0.06371 0.3 0.1 0.0 0.454
C 0.87282 0.85018 1.38420 0.1 0.0 0.0 -1.341
C 0.96619 -1.07059 -0.19894 0.2 0.0 -0.2 -0.071
O 1.79653 -1.29455 -1.04453 -0.4 0.1 0.4 -0.462
H -2.72762 0.09182 -0.95006 0.2 -0.1 0.0 0.256
H -1.23132 0.34053 -1.89743 -0.1 -0.1 0.1 0.328
H -1.59471 -1.26676 -1.20289 0.0 0.2 0.0 0.278
H 0.63795 0.95419 -0.77491 -0.1 -0.1 0.1 0.275
H 0.36184 1.79048 1.61063 0.1 -0.1 -0.1 0.337
H 0.66861 0.14504 2.19739 0.0 0.1 -0.1 0.319
H 1.95087 1.03133 1.33463 -0.2 0.0 0.0 0.378
H 0.58597 -1.86599 0.48308 0.1 0.0 -0.1 0.355
```
Positions in Å, forces in eV/Å.